Run w
Density functional theory data (the ωB97M-V functional and the def2-TZVPD basis) for a gas-phase ion, C8H15N2O (charge +1).

Calculated values
multiplicity = 1
orbital gap = 0.3390 hartree
highest occupied orbital energy = -12.023 eV
total charge = +1
SMILES = CO[C@@H](c1ccc[nH]1)[NH+](C)C

Positions of all 26 atoms, in Å:
C (-0.884, 2.436, -1.124)
O (-0.751, 1.404, -0.142)
C (-0.044, 0.281, -0.481)
C (1.352, 0.179, 0.066)
C (1.756, 0.169, 1.397)
C (3.149, -0.006, 1.367)
C (3.514, -0.354, 0.064)
N (2.376, -0.165, -0.761)
N (-0.876, -0.945, 0.142)
C (-2.016, -1.247, -0.759)
C (-1.407, -0.618, 1.498)
H (-1.310, 2.090, -2.173)
H (0.148, 2.773, -1.399)
H (-1.480, 3.182, -0.503)
H (-0.037, 0.035, -1.558)
H (0.977, 0.311, 2.159)
H (3.688, -0.291, 2.171)
H (4.553, -0.503, -0.378)
H (2.357, -0.282, -1.817)
H (-0.253, -1.804, 0.377)
H (-2.377, -0.252, -1.108)
H (-1.670, -1.828, -1.643)
H (-2.679, -2.004, -0.319)
H (-1.842, 0.424, 1.427)
H (-2.096, -1.463, 1.802)
H (-0.546, -0.577, 2.146)

Run x
Density functional theory data (the ωB97M-V functional and the def2-TZVPD basis) for a gas-phase ion, C8H15N2O (charge +1).

Calculated values
multiplicity = 1
orbital gap = 0.3313 hartree
highest occupied orbital energy = -12.456 eV
total charge = +1
SMILES = CC1(C)CN[C@@H]2C(=O)[C@]2(C)[NH2+]1

Positions of all 26 atoms, in Å:
C (1.606, -0.115, -1.045)
C (1.032, 0.451, 0.225)
C (2.088, 0.672, 1.339)
C (0.132, 1.676, 0.032)
N (-0.765, 1.460, -1.084)
C (-1.581, 0.366, -0.937)
C (-2.261, 0.115, 0.299)
O (-3.043, 0.553, 1.067)
C (-1.113, -0.794, -0.024)
C (-1.461, -2.311, -0.246)
N (0.142, -0.633, 0.747)
H (2.462, -0.725, -0.686)
H (2.041, 0.600, -1.711)
H (0.743, -0.617, -1.559)
H (1.781, 0.289, 2.368)
H (2.416, 1.644, 1.546)
H (3.000, 0.088, 1.071)
H (-0.544, 1.909, 0.829)
H (0.713, 2.686, -0.141)
H (-1.199, 2.345, -1.343)
H (-2.100, 0.109, -1.996)
H (-0.709, -2.720, -0.962)
H (-2.333, -2.358, -0.854)
H (-1.557, -2.679, 0.803)
H (-0.168, -0.625, 1.750)
H (0.680, -1.384, 0.510)

Stability summary: most stable run w, least stable run x.

Run w
Density functional theory data (the ωB97M-V functional and the def2-TZVPD basis) for 2 unconnected molecules or ions with the total composition C4H9Cl.

Calculated values
multiplicity = 1
orbital gap = 0.3951 hartree
highest occupied orbital energy = -9.930 eV
total charge = 0
SMILES = C=CCCl.C

Positions of all 14 atoms, in Å:
C (0.753, 2.342, 0.720)
C (0.477, 1.115, 0.197)
C (1.389, 0.349, -0.664)
Cl (2.905, -0.161, 0.148)
H (1.683, 2.842, 0.317)
H (-0.034, 2.795, 1.239)
H (-0.380, 0.499, 0.344)
H (0.844, -0.598, -0.795)
H (1.815, 0.907, -1.427)
C (-1.951, -1.995, -0.005)
H (-3.013, -1.983, -0.292)
H (-1.528, -1.442, 0.874)
H (-1.669, -2.982, 0.168)
H (-1.291, -1.688, -0.825)

Run x
Density functional theory data (the ωB97M-V functional and the def2-TZVPD basis) for a single C4H9Cl molecule.

Calculated values
multiplicity = 1
orbital gap = 0.3974 hartree
highest occupied orbital energy = -10.100 eV
total charge = 0
SMILES = CCCCCl

Positions of all 14 atoms, in Å:
C (1.937, -0.587, -0.097)
C (0.380, -0.409, 0.238)
C (-0.399, 0.634, -0.350)
C (-1.538, 0.634, 0.298)
Cl (-3.057, -0.604, -0.121)
H (2.738, 0.168, 0.471)
H (1.992, -0.525, -1.143)
H (2.203, -1.631, 0.086)
H (0.118, -0.667, 1.338)
H (-0.102, -1.321, -0.204)
H (-0.587, 0.490, -1.600)
H (0.307, 1.648, -0.363)
H (-2.219, 1.624, 0.106)
H (-1.771, 0.546, 1.342)

Stability summary: most stable run w, least stable run x.

Run w
Density functional theory data (the ωB97M-V functional and the def2-TZVPD basis) for 14 unconnected molecules or ions with the total composition C5H35NO13.

Calculated values
multiplicity = 1
orbital gap = 0.2899 hartree
highest occupied orbital energy = -8.250 eV
total charge = 0

Positions of all 54 atoms, in Å:
C (-0.884, -0.744, -1.297)
C (-2.198, -0.925, -1.458)
N (-2.925, -0.747, -2.632)
C (-0.301, -1.184, 0.010)
C (1.042, -0.562, 0.300)
C (1.420, -0.087, 1.471)
H (-0.257, -0.338, -2.075)
H (-2.880, -1.343, -0.733)
H (-3.909, -0.770, -2.442)
H (-2.547, -0.819, -3.553)
H (-0.167, -2.266, 0.157)
H (-1.025, -0.829, 0.752)
H (1.679, -0.468, -0.556)
H (2.344, 0.446, 1.619)
H (0.751, -0.150, 2.324)
H (2.056, -3.911, 1.796)
H (2.542, -2.812, 1.137)
O (2.684, -3.768, 1.076)
H (1.973, -2.104, -1.581)
H (2.373, -3.528, -1.731)
O (1.807, -2.861, -2.119)
H (-0.724, -3.223, 2.604)
H (0.073, -2.029, 2.676)
O (0.214, -2.983, 2.690)
H (1.044, 1.960, -2.413)
H (2.419, 2.455, -2.978)
O (1.852, 1.686, -2.869)
H (-1.329, 2.926, -1.567)
H (-1.256, 1.475, -1.062)
O (-0.807, 2.342, -1.008)
H (2.121, -0.834, -3.186)
H (3.031, 0.289, -3.040)
O (2.984, -0.654, -2.791)
H (-1.579, 0.709, 2.507)
H (-2.925, 1.360, 2.839)
O (-2.532, 0.568, 2.454)
H (-4.149, 1.411, 0.032)
H (-3.380, 0.559, 0.931)
O (-4.112, 0.475, 0.269)
H (1.509, 3.486, -0.848)
H (2.657, 2.659, -0.162)
O (1.840, 3.152, -0.014)
H (-2.951, -1.837, 1.717)
H (-2.764, -2.588, 3.143)
O (-2.392, -2.363, 2.289)
H (0.721, 2.463, 1.828)
H (0.020, 2.158, 0.556)
O (-0.125, 2.115, 1.528)
H (-1.804, 3.141, 1.616)
H (-1.049, 4.401, 1.617)
O (-1.777, 3.980, 2.080)
H (3.311, -0.392, -0.702)
H (4.417, 0.648, -0.940)
O (3.863, 0.253, -0.265)

Run x
Density functional theory data (the ωB97M-V functional and the def2-TZVPD basis) for 13 unconnected molecules or ions with the total composition C5H35NO13.

Calculated values
multiplicity = 1
orbital gap = 0.3639 hartree
highest occupied orbital energy = -9.771 eV
total charge = 0

Positions of all 54 atoms, in Å:
O (0.421, 1.713, 1.369)
C (1.597, 1.520, 1.260)
N (2.037, 0.761, 0.203)
C (1.118, 0.041, -0.660)
C (1.207, -1.486, -0.596)
C (0.590, -2.541, -1.548)
C (-0.930, -2.486, -1.559)
H (2.143, 2.391, 1.872)
H (2.945, 0.922, -0.387)
H (1.238, 0.307, -1.664)
H (0.011, 0.388, -0.377)
H (1.158, -2.095, 0.387)
H (2.228, -1.807, -0.871)
H (0.938, -2.373, -2.548)
H (0.852, -3.651, -1.141)
H (-1.369, -2.577, -2.529)
H (-1.368, -3.186, -0.793)
H (-1.126, -1.370, -1.214)
H (0.053, -3.898, 1.959)
H (-0.778, -2.968, 0.941)
O (0.154, -3.159, 1.381)
H (4.182, 1.280, -1.692)
H (4.696, -0.140, -1.073)
O (4.581, 0.825, -0.923)
H (-2.621, 1.220, -2.078)
H (-2.133, 2.719, -1.809)
O (-2.233, 1.969, -2.474)
H (-1.410, 1.020, -4.263)
H (-0.356, 1.858, -4.335)
O (-0.656, 1.019, -4.813)
H (-0.563, -1.685, 4.193)
H (-0.677, -1.624, 2.701)
O (-1.148, -1.202, 3.549)
H (-1.402, 0.802, 0.161)
H (-2.837, 0.415, 0.397)
O (-2.088, 0.276, -0.249)
H (1.533, 2.412, -4.259)
H (1.786, 0.997, -4.185)
O (1.960, 1.806, -3.595)
H (-2.287, 1.719, 2.555)
H (-3.771, 2.012, 2.156)
O (-2.959, 1.758, 1.731)
H (-3.210, -3.044, 0.377)
H (-2.463, -1.806, 0.792)
O (-2.444, -2.725, 0.931)
H (-0.502, 2.342, -0.185)
H (-1.713, 2.828, 0.388)
O (-1.114, 3.031, -0.350)
H (1.830, -2.574, 2.298)
H (3.053, -3.335, 1.748)
O (2.738, -2.698, 2.426)
H (-0.475, 1.752, 3.154)
H (-1.445, 0.824, 4.229)
O (-1.198, 1.677, 3.803)

Stability summary: most stable run w, least stable run x.

Run w
Density functional theory data (the ωB97M-V functional and the def2-TZVPD basis) for a single C22H29NO4 molecule.

Calculated values
multiplicity = 1
orbital gap = 0.3214 hartree
highest occupied orbital energy = -8.037 eV
total charge = 0
SMILES = COc1ccc(C[C@@H](C)CC(=O)NCCc2ccc(OC)c(OC)c2)cc1

Positions of all 56 atoms, in Å:
C (0.634, -0.110, 6.139)
O (0.883, -1.034, 5.110)
C (0.985, -0.571, 3.830)
C (1.236, -1.533, 2.852)
C (1.354, -1.168, 1.527)
C (1.221, 0.159, 1.135)
C (1.336, 0.565, -0.306)
C (2.564, 1.446, -0.580)
C (3.852, 0.700, -0.241)
C (2.583, 1.899, -2.049)
C (1.336, 2.700, -2.383)
O (1.202, 3.870, -2.093)
N (0.389, 1.993, -3.047)
C (-0.925, 2.516, -3.335)
C (-1.976, 2.063, -2.307)
C (-1.921, 0.586, -2.010)
C (-1.764, -0.355, -3.010)
C (-1.672, -1.708, -2.706)
C (-1.746, -2.145, -1.396)
O (-1.657, -3.443, -0.991)
C (-1.504, -4.438, -1.971)
C (-1.934, -1.196, -0.366)
O (-2.024, -1.708, 0.890)
C (-2.275, -0.828, 1.957)
C (-2.014, 0.147, -0.690)
C (0.964, 1.108, 2.114)
C (0.850, 0.759, 3.450)
H (0.601, -0.693, 7.058)
H (-0.326, 0.400, 6.001)
H (1.432, 0.636, 6.214)
H (1.331, -2.562, 3.157)
H (1.542, -1.929, 0.784)
H (1.382, -0.330, -0.931)
H (0.439, 1.123, -0.580)
H (2.499, 2.341, 0.046)
H (4.719, 1.334, -0.411)
H (3.950, -0.190, -0.859)
H (3.845, 0.394, 0.802)
H (2.668, 1.030, -2.704)
H (3.448, 2.545, -2.206)
H (0.496, 0.995, -3.136)
H (-1.212, 2.200, -4.342)
H (-0.845, 3.605, -3.316)
H (-2.965, 2.329, -2.690)
H (-1.820, 2.617, -1.380)
H (-1.716, -0.053, -4.045)
H (-1.545, -2.414, -3.511)
H (-1.470, -5.381, -1.428)
H (-2.348, -4.453, -2.668)
H (-0.572, -4.312, -2.534)
H (-1.476, -0.090, 2.070)
H (-2.311, -1.454, 2.847)
H (-3.236, -0.315, 1.834)
H (-2.149, 0.879, 0.091)
H (0.844, 2.145, 1.832)
H (0.650, 1.531, 4.177)

Run x
Density functional theory data (the ωB97M-V functional and the def2-TZVPD basis) for a single C22H29NO4 molecule.

Calculated values
multiplicity = 1
orbital gap = 0.3286 hartree
highest occupied orbital energy = -8.108 eV
total charge = 0
SMILES = CCOC(=O)C1(CCOC)CCN(Cc2ccccc2-c2ccco2)CC1

Positions of all 56 atoms, in Å:
C (1.970, -4.399, -0.953)
C (0.496, -4.275, -1.311)
O (-0.033, -3.012, -0.905)
C (0.176, -1.975, -1.719)
O (0.751, -2.065, -2.774)
C (-0.449, -0.697, -1.169)
C (-1.979, -0.848, -1.287)
C (-2.480, -1.103, -2.705)
O (-3.869, -1.339, -2.636)
C (-4.445, -1.584, -3.891)
C (-0.086, -0.525, 0.314)
C (1.408, -0.221, 0.483)
N (1.854, 0.943, -0.255)
C (1.379, 2.213, 0.289)
C (1.849, 2.378, 1.708)
C (3.221, 2.413, 1.930)
C (3.745, 2.509, 3.204)
C (2.889, 2.568, 4.293)
C (1.525, 2.531, 4.092)
C (0.983, 2.436, 2.807)
C (-0.471, 2.367, 2.703)
C (-1.367, 1.749, 3.538)
C (-2.651, 1.983, 2.996)
C (-2.452, 2.732, 1.878)
O (-1.143, 2.966, 1.691)
C (1.550, 0.781, -1.662)
C (0.067, 0.509, -1.965)
H (2.548, -3.663, -1.507)
H (2.113, -4.234, 0.112)
H (2.326, -5.392, -1.211)
H (-0.103, -5.017, -0.780)
H (0.359, -4.386, -2.392)
H (-2.302, -1.683, -0.663)
H (-2.461, 0.055, -0.908)
H (-1.972, -1.975, -3.146)
H (-2.281, -0.236, -3.354)
H (-4.003, -2.468, -4.367)
H (-4.318, -0.726, -4.564)
H (-5.506, -1.756, -3.719)
H (-0.339, -1.430, 0.866)
H (-0.675, 0.294, 0.729)
H (1.639, -0.074, 1.541)
H (1.993, -1.073, 0.122)
H (1.829, 3.003, -0.322)
H (0.292, 2.324, 0.223)
H (3.877, 2.348, 1.075)
H (4.814, 2.537, 3.351)
H (3.285, 2.646, 5.294)
H (0.854, 2.588, 4.937)
H (-1.137, 1.177, 4.413)
H (-3.589, 1.642, 3.384)
H (-3.131, 3.146, 1.159)
H (1.873, 1.679, -2.194)
H (2.143, -0.061, -2.030)
H (-0.032, 0.314, -3.032)
H (-0.533, 1.385, -1.714)

Stability summary: most stable run w, least stable run x.